(1)
# C36H41FLuN3O3S4SbSe

A molecular structure, C36H41FLuN3O3S4SbSe at a distorted geometry (ωB97M-V/def2-TZVPD, OMol25).

* total charge: -1
* total energy: -200179.790 eV
* HOMO level: -3.0 eV

Last column: Mulliken charge in e.
Cartesian coordinates (Å):
H1 5.37790 -3.77664 1.41405  0.37
C1 0.45342 0.03131 4.16153  -0.89
H2 4.84442 -4.87018 -6.16432  0.32
H3 -3.82036 -5.01022 3.49987  0.39
H4 -0.21085 7.37728 0.53069  0.35
C2 -0.47208 6.95192 -0.43928  -1.09
H5 5.91975 -1.33727 -2.75028  0.26
H6 -2.45424 -0.43118 6.02257  0.42
C3 -1.98224 6.65709 -0.49988  -0.94
N1 0.67194 -1.19886 1.94153  0.83
H7 5.09284 -2.04823 1.04976  0.27
C4 -2.82137 0.97806 -0.04655  0.71
C5 0.36275 3.18968 -0.70492  -0.07
S1 -1.84126 -2.69688 -3.59600  -0.62
C6 -0.23483 -1.88459 1.18930  -0.45
H8 3.89092 -1.10646 3.01452  0.40
C7 -5.01518 -3.26029 3.28392  -1.24
H9 2.30198 -1.39413 0.69069  0.29
C8 4.60195 -3.05895 1.14132  -1.16
C9 -2.62533 -2.58574 1.31258  -0.83
O1 -2.80765 0.04891 -0.96206  -0.76
C10 5.22746 -1.00895 -3.58585  -1.17
H10 2.26619 2.29884 -1.31970  0.61
H11 -4.95833 -2.22485 2.92372  0.28
C11 4.46784 -2.09388 -4.24119  1.05
C12 -1.37186 -1.06779 2.92857  0.66
H12 2.72627 -3.83578 2.05177  0.28
C13 0.32867 5.69506 -0.65945  0.52
Sb1 -2.79789 -1.30128 -5.34843  0.86
C14 4.42659 -4.07081 -5.54634  -0.23
F1 3.49053 4.47020 -2.09226  -0.32
C15 -2.23888 -0.94289 4.00171  -0.79
H13 2.36525 0.07113 1.63679  0.29
S2 -2.11515 -1.99904 -7.43635  -0.70
H14 -5.37701 -3.26866 4.27620  0.38
C16 2.32848 -3.13500 -4.68590  -0.34
H15 5.92609 -0.50588 -4.27708  0.36
H16 -0.05157 0.21109 6.29860  0.30
C17 2.25166 4.40702 -1.54883  -0.08
C18 3.03458 -4.11320 -5.45280  -0.65
C19 2.10002 -0.99351 1.72862  -0.92
H17 2.09918 6.54909 -1.50835  0.48
H18 4.21116 -3.28583 0.17002  0.33
H19 -3.02351 -3.61280 4.17415  0.38
H20 -4.18097 5.00295 -0.61902  0.40
H21 -3.32215 -4.59919 1.25844  0.47
H22 -2.63144 7.54897 -0.35291  0.37
C20 -0.04424 -0.64592 3.00253  0.24
C21 -1.70941 2.03043 -0.06665  0.29
C22 -3.62210 -3.94029 3.30314  -0.51
H23 4.49717 -0.19316 -3.22761  0.18
N2 -1.45429 -1.88641 1.78179  0.92
S3 -5.11018 -1.27616 -5.39743  -0.71
C23 -2.81152 -3.96633 1.99544  -0.70
C24 -3.90121 5.36199 0.38965  -1.47
O2 0.01408 0.92256 -1.24821  -0.65
H24 -2.24761 6.20344 -1.47117  0.38
H25 2.38890 -1.77746 3.68787  0.39
C25 -0.40695 -0.05417 5.27534  -0.57
H26 -2.10124 5.98009 1.49886  0.12
C26 -1.73996 -0.46097 5.19752  -0.78
C27 1.61761 5.62152 -1.23558  -0.62
C28 3.05067 -2.15286 -4.06459  -0.34
C29 -0.27279 4.42026 -0.31991  -0.02
N3 -1.55927 4.38907 0.21292  0.27
C30 3.55193 -3.12889 2.28010  -0.47
H27 -1.82196 -4.44196 2.22272  0.15
Lu1 -1.14890 -0.68888 -2.06114  0.81
H28 -5.79015 -3.85198 2.67923  0.33
C31 -2.15638 3.21257 0.57282  -1.50
H29 1.46630 0.49539 4.25346  0.49
H30 3.94945 -3.57795 3.20620  0.39
H31 -3.44703 -1.84235 1.45135  0.39
C32 -2.37201 5.59416 0.50377  0.30
H32 1.26109 -3.25770 -4.68149  0.46
C33 5.18242 -3.10174 -4.85150  -0.69
C34 1.66992 3.20154 -1.19762  -0.64
H33 -2.54585 -2.66550 0.20097  0.39
H34 -0.30715 7.72540 -1.13781  0.45
H35 -2.99609 3.28850 1.27827  0.66
S4 -1.65087 0.62135 -4.46413  -0.66
H36 2.45669 -4.90237 -5.99443  0.34
O3 -3.71710 1.12408 0.75827  -0.76
H37 -3.26426 -1.25424 3.91491  0.54
H38 2.49499 -1.37093 -3.48825  0.14
C35 3.03074 -1.74932 2.75005  -0.71
H39 6.29735 -3.04749 -4.83644  0.33
H40 -4.50402 6.28078 0.64082  0.37
H41 -4.27471 4.53636 1.01772  0.48
Se1 0.09577 -2.54484 -0.49498  -0.30
C36 -0.46148 2.00077 -0.69998  1.88

Cartesian forces (eV/Å) of the 6 atoms listed first:
H 0.11 0.05 -0.46
C -0.62 -0.89 0.30
H 0.42 0.37 0.33
H 0.11 0.32 0.20
H -0.09 0.03 0.21
C -0.77 -0.53 0.82

=====

(2)
# C19H20IrN7P

A molecular structure, C19H20IrN7P (ωB97M-V/def2-TZVPD, OMol25).

* total charge: +3
* total energy: -42560.069 eV
* HOMO level: -17.2 eV

Last column: Mulliken charge in e.
Cartesian coordinates (Å):
H1 2.10572 1.18792 5.11180  0.33
C1 2.36119 -1.14422 1.63274  -0.44
N1 -0.18384 1.68314 0.48031  -0.09
C2 2.03174 0.10714 5.01944  -0.76
H2 3.72530 -1.38279 3.36245  0.47
H3 -4.46075 -0.70473 4.23176  0.33
H4 2.79766 -1.65061 0.78900  0.53
C3 0.79564 -7.08208 -2.58861  -0.31
C4 -2.66832 -1.38693 0.83277  -0.43
C5 0.75625 -5.99297 -3.45472  -0.72
N2 1.17232 -0.46101 1.56875  -0.23
N3 -1.58802 -0.59457 1.13101  -0.23
N4 0.20383 -2.18850 -0.61546  -0.60
H5 -0.28348 4.92313 0.08864  0.47
H6 0.91193 -8.07858 -2.99397  0.43
C6 0.68640 -6.91465 -1.20991  -0.68
C7 0.89918 0.05604 2.77716  0.18
C8 -0.27787 3.88643 0.38128  -0.34
N5 1.90640 -0.26926 3.60030  0.17
N6 -2.93183 -0.50225 2.83057  0.17
C9 -3.52523 -0.16261 4.13583  -0.76
H7 -1.64819 4.19432 3.26727  0.33
H8 1.17721 -0.26556 5.57838  0.34
C10 -0.39989 2.14856 1.71437  0.22
C11 -0.10466 2.75842 -0.36721  -0.35
C12 -0.68273 4.39890 2.81089  -0.75
H9 -4.47375 -1.77820 2.05637  0.47
C13 -1.75311 -0.07303 2.35671  0.17
H10 0.72143 -7.77421 -0.55554  0.43
H11 0.84540 -6.14348 -4.52135  0.43
H12 -2.85482 -0.46314 4.93695  0.34
C14 2.82350 -1.00937 2.90661  -0.41
Ir1 -0.01052 -0.28440 0.03239  0.93
H13 0.44793 -5.50250 0.38699  0.44
H14 -2.76988 -1.92337 -0.09510  0.51
C15 -3.51468 -1.31413 1.89730  -0.40
C16 0.33963 -3.25711 -1.03582  0.71
H15 -0.67613 5.41753 2.43625  0.32
N7 -0.46004 3.49040 1.67467  0.16
C17 0.53648 -5.65072 -0.68090  -0.37
H16 0.06655 2.66542 -1.42694  0.45
H17 -3.72533 0.90486 4.18646  0.33
P1 -0.57534 1.07229 3.16887  -0.17
C18 0.49269 -4.55507 -1.55928  0.63
H18 0.57236 -3.86087 -3.60863  0.43
H19 0.11441 4.28372 3.54135  0.33
C19 0.60647 -4.71830 -2.95009  -0.34
H20 2.93787 -0.34592 5.40925  0.33

Cartesian forces (eV/Å) of the 6 atoms listed first:
H 0.01 0.00 -0.01
C 0.03 0.08 0.01
N 0.01 0.00 -0.04
C -0.01 0.02 0.02
H 0.00 0.01 0.01
H 0.00 0.00 0.00

=====

(3)
# H2N2O3

2 unconnected molecules or ions with the total composition H2N2O3 at a distorted geometry (ωB97M-V/def2-TZVPD, OMol25).

* total energy: -9145.957 eV
* HOMO level (spin up / spin down): -11.3 / -9.9 eV

Last column: Mulliken charge in e.
Cartesian coordinates (Å):
N1 0.58618 -0.03869 0.30028  0.42
O1 1.80521 -0.52814 -0.07192  -0.40
O2 -2.36328 0.00524 0.10868  -0.38
O3 0.49310 1.42029 0.22543  -0.13
N2 -0.07715 0.63547 -0.66239  -0.22
H1 2.19858 -0.93983 0.71496  0.39
H2 -2.64264 -0.55434 -0.61504  0.32

Cartesian forces (eV/Å) of the 6 atoms listed first:
N -0.18 -1.72 2.54
O 0.41 0.57 -1.19
O 0.47 0.60 0.65
O 0.68 1.33 0.68
N -0.66 -0.56 -2.00
H -0.56 0.23 0.03

=====

(4)
# C28H36Cl2IrN4S2

A molecular structure, C28H36Cl2IrN4S2 at a distorted geometry (ωB97M-V/def2-TZVPD, OMol25).

* total charge: +1
* total energy: -85119.968 eV
* HOMO level: -10.3 eV

Last column: Mulliken charge in e.
Cartesian coordinates (Å):
C1 -1.88692 -3.48386 -1.40890  -1.21
C2 1.96092 -3.75722 1.00629  -1.70
C3 -2.57194 -3.36441 1.04934  -1.27
C4 -1.60472 -3.96345 0.01912  2.73
H1 0.45385 2.80870 2.60493  0.64
H2 -1.63371 -5.89291 1.04187  0.47
H3 6.39569 0.45277 -0.70447  0.34
H4 1.19622 -0.13915 3.04985  0.20
H5 5.93664 -1.08221 -1.44015  0.44
C5 3.77077 1.27020 -0.10269  0.32
Cl1 -1.37388 3.13889 0.55107  -0.12
H6 -0.03227 0.78177 -0.98837  0.05
C6 -2.79926 0.31147 -3.02287  0.86
C7 -4.46824 4.06693 1.38599  -0.24
H7 5.59044 -0.77455 0.26608  0.33
C8 -4.81908 2.96114 -1.10461  1.03
H8 -1.13327 -5.98721 -0.65552  0.47
H9 3.44416 -1.33721 1.13444  0.44
C9 0.77580 1.83916 2.21280  0.42
C10 -5.00127 3.66780 0.20846  -0.30
H10 4.63863 0.16160 -3.25730  0.43
C11 -3.27127 4.12327 2.26716  -0.10
C12 -0.18687 -3.59073 0.38484  -0.74
C13 4.35244 0.90927 -2.51627  -1.51
S1 -2.51044 -0.22722 -0.11693  -0.46
H11 3.55272 -0.54582 -1.19842  0.35
H12 2.41597 4.00730 2.32077  0.51
H13 -0.66914 4.03688 -0.03631  0.27
H14 3.39121 1.33369 -2.81078  0.34
H15 -2.38064 -2.30954 1.24250  0.03
H16 1.57557 1.21842 4.11180  0.41
C14 -4.18075 2.02281 -1.81078  -1.09
S2 -2.66387 1.30345 -1.48527  0.01
C15 -0.31718 1.31705 1.29360  -1.77
C16 5.62465 -0.31968 -0.72544  -1.53
H17 -3.53768 4.53694 3.24980  0.28
H18 -3.56100 -1.39301 -3.83013  0.24
N1 -2.32593 0.86741 -4.11260  -0.38
C17 2.40067 -1.29190 0.83252  0.06
Ir1 -0.16839 -0.27686 0.15861  0.48
H19 -1.33500 -4.09745 -2.12238  0.44
H20 -1.57168 -2.44935 -1.54356  0.05
N2 0.30647 -2.31049 0.37919  0.25
H21 -1.21550 1.09969 1.86066  1.28
C18 2.09295 2.06246 1.50149  1.60
C19 2.60198 1.06921 0.63764  -0.76
H22 -3.60767 -3.47589 0.72060  0.37
H23 -0.11006 0.74186 3.86531  0.48
Cl2 -6.09131 3.63765 -2.17496  -0.26
H24 4.54949 4.35033 1.09947  0.40
C20 2.79716 3.24204 1.65439  -0.84
C21 0.86240 0.84174 3.38012  -1.66
H25 -2.50011 0.48077 -5.02785  0.23
H26 -2.82781 -5.71957 -0.24095  0.44
H27 -2.02371 1.83006 -4.06807  0.23
H28 2.92366 -4.12331 1.32871  0.51
C22 4.27114 0.27048 -1.12763  0.52
H29 -2.95604 -3.58131 -1.63184  0.36
C23 3.98940 3.43418 0.96683  -1.47
H30 -2.45902 -3.88514 2.00078  0.42
C24 0.80849 -4.49341 0.75948  -0.45
C25 1.62487 -2.43499 0.76873  0.31
C26 4.45343 2.46290 0.09916  -0.34
H31 5.37104 2.63996 -0.44951  0.41
N3 -3.35087 -0.86459 -2.99718  -0.26
H32 -6.01343 4.04770 0.17377  0.29
N4 1.85217 -0.15250 0.54557  0.29
H33 -5.24749 4.59585 1.92262  0.22
C27 -1.96841 3.97665 2.40715  -0.54
H34 5.09668 1.70683 -2.54630  0.32
C28 -1.80114 -5.48467 0.04519  -2.34
H35 -3.59817 -1.25841 -2.09252  0.14
H36 0.69742 -5.55929 0.84187  0.59

Cartesian forces (eV/Å) of the 6 atoms listed first:
C -0.08 0.10 -0.01
C 0.15 0.01 0.10
C -0.02 0.08 0.01
C 0.02 -0.02 0.06
H -0.11 -0.12 0.16
H 0.01 0.00 0.01

=====

(5)
# C25H24N3O2

A gas-phase ion, C25H24N3O2 (charge +1) at a distorted geometry (ωB97M-V/def2-TZVPD, OMol25).

* SMILES: Cc1ccc(C(O)(C(=O)NNc2ccc3ccccc3[nH+]2)c2ccc(C)cc2)cc1
* total charge: +1
* total energy: -34853.837 eV
* HOMO level: -10.9 eV

Last column: Mulliken charge in e.
Cartesian coordinates (Å):
C1 3.05397 -4.73756 1.44662  0.97
N1 2.30249 -2.57990 0.85043  -0.09
H1 0.72518 -3.38106 3.57799  0.71
C2 4.05318 -5.80094 1.54503  -0.65
H2 -2.46748 5.60305 -0.61853  0.20
C3 -1.00095 1.16529 -1.22698  0.26
H3 -3.72540 6.07274 2.30768  0.29
C4 -0.29786 0.40819 0.60851  -0.70
H4 -2.44623 7.23953 1.30651  0.50
H5 -0.61487 2.32231 2.69488  0.38
N2 0.76936 -1.31764 1.77052  -0.19
H6 -2.16040 6.63409 2.97225  0.31
H7 -4.17660 -0.90036 -4.54695  0.64
H8 4.14807 -2.97943 -1.02961  0.71
N3 0.80603 -0.26807 1.11514  -0.43
C5 -1.04648 2.89672 1.93686  -0.68
O1 0.93034 1.88598 -0.26141  -0.84
C6 -1.39033 3.67844 -0.48695  -0.17
C7 -1.88457 5.05424 0.25810  -0.79
H9 3.84031 -6.56380 2.34591  0.27
C8 -3.28961 0.33133 -2.15855  -1.52
C9 4.20390 -3.71231 -0.45781  -1.04
C10 -2.68002 0.23979 -3.54708  1.09
H10 -0.08304 -1.12058 2.56886  0.33
C11 -2.63581 6.51054 1.92749  -1.45
O2 -1.45650 0.00509 1.41892  -0.78
H11 2.14848 -5.51724 3.37050  0.18
C12 -1.03964 2.64693 0.31512  0.42
H12 1.08653 2.61230 -1.03401  0.52
C13 4.94449 -5.83534 0.52199  -0.40
C14 1.22594 -3.59803 2.88489  -1.36
H13 -2.94927 1.14135 -0.39329  0.93
C15 -2.52092 0.84918 -1.14805  -0.45
C16 -0.38367 1.56255 -0.07094  2.09
H14 -3.89778 0.53010 -5.22907  0.35
H15 -4.21737 0.39423 -2.35427  0.55
C17 -1.39887 4.24606 2.31854  -0.69
C18 4.86557 -4.84751 -0.57745  -0.52
H16 -1.61710 3.42518 -1.40820  0.69
C19 -3.48020 -0.34623 -4.69627  -1.95
C20 3.20806 -3.66790 0.52509  0.51
C21 -1.30937 0.33677 -3.70115  -0.98
H17 2.46695 -1.95315 -0.01633  0.31
H18 -1.53133 4.30188 3.50536  0.17
C22 -2.08865 5.13434 1.44105  0.97
H19 0.59870 0.59120 -2.57865  0.36
H20 5.63276 -5.00402 -1.31840  0.41
H21 5.41217 -6.96764 0.35057  0.25
C23 2.35780 -4.44935 2.61906  -0.15
C24 -0.49741 0.73168 -2.48068  -0.28
H22 -2.83067 -0.74733 -5.37427  0.45
H23 1.54319 0.29930 0.87693  0.23
C25 1.47695 -2.54842 1.89870  0.76
H24 -0.68203 -0.00654 -4.56460  0.26

Cartesian forces (eV/Å) of the 6 atoms listed first:
C 2.93 1.14 0.86
N 4.71 -2.45 -4.25
H -7.25 2.22 10.47
C -2.18 0.71 -0.36
H 1.50 -0.26 2.33
C -6.76 -5.74 -9.37

=====

(6)
# C22H20MnN5O2S

A molecular structure, C22H20MnN5O2S at a distorted geometry (ωB97M-V/def2-TZVPD, OMol25).

* total charge: +1
* total energy: -76837.511 eV
* HOMO level (spin up / spin down): -11.1 / -11.2 eV
* 2S+1: 6

Last column: Mulliken charge in e.
Cartesian coordinates (Å):
H1 1.85432 0.35615 3.56869  0.44
C1 1.89307 -3.10739 -2.70450  -0.89
C2 0.61011 -2.91795 1.94572  -0.46
C3 0.22785 -1.02540 3.38101  -0.61
N1 1.28820 2.81229 -2.17811  0.17
H2 -1.66256 2.08320 -3.34592  0.54
C4 1.79142 -2.06494 -1.80123  -0.43
H3 2.85545 -3.36213 -3.12558  0.45
Mn1 0.25775 -0.56670 0.81459  0.63
C5 -2.71034 -0.03258 0.18254  0.14
C6 0.74215 -3.80480 -3.04855  -0.36
H4 -1.20741 -2.58723 3.03240  0.45
C7 -0.48186 -2.36974 -1.60511  0.39
C8 0.30122 3.07830 -3.11026  -0.42
H5 0.41334 3.85221 -3.84718  0.44
H6 -0.86334 0.68786 -1.38946  0.08
H7 -1.38039 3.74253 3.68076  0.45
C9 -0.22197 -2.20756 2.79842  -0.32
C10 1.49911 -0.55045 3.09761  -0.23
C11 1.88897 -2.44917 1.67337  -0.55
C12 -2.38001 1.02418 1.21802  0.26
H8 0.31359 2.37032 2.46434  0.47
C13 -1.79519 -1.88834 -0.99856  -0.19
C14 2.56545 3.50427 -2.06651  -0.83
C15 -1.69432 2.97348 2.98955  -0.93
N2 -1.61771 -0.79219 -0.17479  0.36
H9 2.56806 4.32286 -2.78051  0.32
N3 -0.32191 1.44569 -1.79409  0.33
H10 -3.79912 3.30920 3.24050  0.45
N4 0.62458 -1.70078 -1.26455  0.54
H11 -1.40110 -3.92857 -2.72842  0.56
H12 2.65160 -1.47961 -1.49596  0.50
C16 -0.46987 -3.43360 -2.49320  -0.83
C17 2.33268 -1.26063 2.24238  -0.40
H13 0.27284 -3.85175 1.51552  0.43
O1 -3.82669 -0.06089 -0.28204  -0.63
H14 0.79282 -4.62849 -3.74844  0.45
C18 -0.75022 2.20956 2.32963  -0.42
O2 -2.81434 -2.47890 -1.26029  -0.63
H15 -0.41103 -0.49086 4.07114  0.42
N5 -1.08662 1.24709 1.46644  0.58
H16 3.37987 2.81790 -2.28749  0.32
H17 2.68183 3.89448 -1.05845  0.33
H18 3.33384 -0.90540 2.03988  0.50
H19 2.54674 -3.02177 1.03357  0.46
C19 -3.03828 2.72917 2.73478  -0.36
S1 1.87466 1.19915 -0.08407  -0.49
C20 -0.70937 2.21691 -2.86760  -0.50
H20 -4.41993 1.53598 1.56733  0.55
C21 -3.39297 1.75040 1.82537  -0.68
C22 0.89506 1.80461 -1.37269  0.15

Cartesian forces (eV/Å) of the 6 atoms listed first:
H -0.01 0.04 -0.06
C 0.01 0.02 0.00
C -0.04 -0.37 -0.02
C -0.27 -0.06 0.28
N 0.02 0.02 0.03
H 0.02 0.02 -0.02

=====

ΔE to the lowest compared entry with this formula, charge and spin list, top to bottom, in kcal per mole: 69.47, 0.23, 98.74, 258.57, 465.69, 7.09